Formula: C2H4N2O
Source: OMol25
Level of theory: ωB97M-V/def2-TZVPD

HOMO	-9.72	eV
largest force on an atom	7.22	eV Å⁻¹
structure (SMILES)	[H]/N=C(\N)C=O
relative energy (zero: lowest compared OMol25 entry of this formula, charge and spin)	224.97	kJ/mol
LUMO energy	-0.32	eV
gap between HOMO and LUMO	9.40	eV

Geometry as XYZ:
```
9
Properties=species:S:1:pos:R:3:forces:R:3
H 1.96568 -0.66614 -0.04852 0.8 0.3 0.0
N 1.05217 -1.05947 0.00991 -0.4 -3.5 0.9
C 0.16946 -0.17642 0.20989 4.7 -0.9 -3.3
N 0.55617 1.07985 -0.02687 -5.1 3.8 2.2
C -1.17586 -0.61290 -0.02674 -7.1 0.6 1.2
O -2.20539 0.13985 0.00593 4.1 -1.8 -0.3
H 1.47919 1.47117 -0.32664 -1.8 -0.7 0.9
H -0.39720 1.53870 0.34614 3.4 1.0 -1.6
H -1.44422 -1.71464 -0.14311 1.3 1.1 0.0
```
Forces are in eV/Å.

Here are the natural (NBO) charges for atoms 1 to 4, given in e: number 1, H, carries 0.321; number 2, N, carries -0.612; number 3, C, carries 0.263; number 4, N, carries -0.846

Formula: C7H10
Source: OMol25
Level of theory: ωB97M-V/def2-TZVPD

HOMO (spin up / spin down)	-8.60 / -8.59	eV
largest force on an atom	0.59	eV Å⁻¹
relative energy (zero: lowest compared OMol25 entry of this formula, charge and spin)	530.03	kJ/mol
LUMO energy (spin up / spin down)	-0.34 / -0.33	eV
gap between HOMO and LUMO (spin up / spin down)	8.26 / 8.26	eV

Geometry as XYZ:
```
17
Properties=species:S:1:pos:R:3:forces:R:3
C 1.76484 -0.80823 0.48756 -0.1 0.0 0.0
C 1.04629 0.52654 0.48880 0.0 0.0 0.0
C 0.23074 1.08264 -0.65234 0.0 0.1 0.0
C -0.55771 -0.00689 -1.39349 0.0 0.0 0.1
C -1.24679 -0.41349 -0.05344 0.2 0.1 0.0
C -2.70247 -0.26248 0.06649 0.4 -0.1 0.4
C -0.43747 0.72298 0.67207 -0.2 0.0 0.0
H 2.73199 -0.72339 -0.02745 -0.2 0.0 0.1
H 1.95461 -1.14832 1.51547 0.0 0.1 -0.3
H 1.19002 -1.59015 -0.02459 0.1 0.2 0.1
H 1.60617 1.31084 1.00717 -0.2 -0.2 -0.2
H 0.41541 2.08160 -1.04794 0.0 -0.3 0.1
H 0.03473 -0.77154 -1.91663 -0.2 0.2 0.1
H -1.30616 0.41044 -2.07848 0.2 -0.1 0.2
H -0.98628 -1.41506 0.35511 -0.2 0.2 -0.1
H -2.89097 -0.38356 1.16501 0.0 0.0 -0.4
H -0.85481 1.37977 1.43672 0.1 -0.2 -0.2
```
Forces are in eV/Å.

Here are the natural (NBO) charges for atoms 1 to 4, given in e: number 1, C, carries -0.617; number 2, C, carries -0.219; number 3, C, carries -0.216; number 4, C, carries -0.408

Formula: C5H10O
Source: OMol25
Level of theory: ωB97M-V/def2-TZVPD

HOMO	-9.51	eV
largest force on an atom	0.43	eV Å⁻¹
structure (SMILES)	CCC(=O)CC
relative energy (zero: lowest compared OMol25 entry of this formula, charge and spin)	9.51	kJ/mol
LUMO energy	1.03	eV
gap between HOMO and LUMO	10.54	eV

Geometry as XYZ:
```
16
Properties=species:S:1:pos:R:3:forces:R:3
C -0.55369 0.88817 -2.12192 0.0 0.1 -0.1
C -0.82193 -0.31407 -1.21036 0.0 -0.1 0.0
C -0.51583 0.05134 0.23172 -0.1 0.1 0.1
O -1.28986 0.72575 0.87860 0.3 -0.3 -0.2
C 0.81845 -0.40483 0.80393 0.0 0.0 0.0
C 0.82477 -0.40757 2.32564 0.0 0.0 0.1
H -0.56648 0.58618 -3.17240 0.0 0.1 0.1
H -1.31932 1.65214 -1.96887 0.1 0.0 0.0
H 0.42181 1.34355 -1.91321 -0.1 -0.1 -0.1
H -0.22308 -1.17564 -1.52592 -0.1 0.1 0.1
H -1.88026 -0.59289 -1.26981 0.2 0.0 0.0
H 1.58970 0.27644 0.41095 -0.2 -0.1 0.0
H 1.06667 -1.39369 0.39992 -0.1 0.1 0.0
H 0.06386 -1.09709 2.70420 0.1 0.1 0.0
H 1.79726 -0.72341 2.71398 -0.1 0.1 -0.1
H 0.58792 0.58563 2.71354 0.1 -0.1 0.0
```
Forces are in eV/Å.

Here are the natural (NBO) charges for atoms 1 to 4, given in e: number 1, C, carries -0.595; number 2, C, carries -0.503; number 3, C, carries 0.607; number 4, O, carries -0.550

Formula: CHCl2NO
Source: OMol25
Level of theory: ωB97M-V/def2-TZVPD

HOMO	-10.02	eV
largest force on an atom	1.75	eV Å⁻¹
structure (SMILES)	[O-][N+]#CCl.Cl
relative energy (zero: lowest compared OMol25 entry of this formula, charge and spin)	119.31	kJ/mol
LUMO energy	-0.17	eV
gap between HOMO and LUMO	9.85	eV

Geometry as XYZ:
```
6
Properties=species:S:1:pos:R:3:forces:R:3
O 1.42618 1.99846 -0.00515 -0.3 1.1 -0.5
N 1.32007 0.81853 -0.05267 0.7 -1.1 1.2
C 1.42581 -0.31706 0.22053 -0.4 0.3 -0.6
Cl 1.09099 -1.88854 -0.09290 -0.1 -0.4 0.0
Cl -3.13841 -0.14072 -0.38465 -0.1 0.0 -0.1
H -2.12463 -0.47067 0.31484 0.1 0.0 0.1
```
Forces are in eV/Å.

Here are the natural (NBO) charges for atoms 1 to 4, given in e: number 1, O, carries -0.362; number 2, N, carries 0.199; number 3, C, carries 0.025; number 4, Cl, carries 0.137

Formula: C17H23ClN2O4S
Source: OMol25
Level of theory: ωB97M-V/def2-TZVPD

HOMO	-9.30	eV
largest force on an atom	1.09	eV Å⁻¹
structure (SMILES)	O=C(NC1CCCCC1)c1cc(S(=O)(=O)N2CCOCC2)ccc1Cl
relative energy (zero: lowest compared OMol25 entry of this formula, charge and spin)	27.20	kJ/mol
LUMO energy	0.20	eV
gap between HOMO and LUMO	9.49	eV

Geometry as XYZ:
```
48
Properties=species:S:1:pos:R:3:forces:R:3
O -3.35392 -2.36505 -1.02135 -0.1 -0.1 -0.2
C -2.47589 -1.67960 -0.54429 0.3 -0.1 0.1
N -2.64100 -0.39988 -0.15779 0.1 0.5 0.2
C -3.87902 0.32865 -0.34722 -0.5 0.0 -0.2
C -3.75056 1.33475 -1.49728 0.2 -0.1 0.1
C -2.81384 2.48656 -1.14192 -0.4 0.1 0.0
C -3.28550 3.18400 0.13049 0.3 -0.1 0.1
C -3.36154 2.19420 1.28911 -0.3 0.1 -0.1
C -4.29347 1.03331 0.94673 0.2 -0.1 0.0
C -1.07180 -2.18386 -0.33356 0.1 -0.3 -0.1
C 0.01266 -1.40943 -0.73397 0.0 0.0 0.0
C 1.29956 -1.88540 -0.59633 0.4 0.4 -0.1
S 2.67023 -0.85310 -1.11051 -0.2 -0.3 0.5
O 3.40217 -1.50197 -2.15456 0.2 -0.2 0.0
O 2.15037 0.46573 -1.35719 -0.1 -0.1 0.1
N 3.60627 -0.92059 0.28182 -0.6 -0.2 -0.9
C 3.15632 -0.03193 1.33530 -0.1 0.5 0.3
C 3.71750 1.38153 1.14273 -0.3 -0.1 0.1
O 5.12282 1.35464 1.02301 0.1 0.0 0.1
C 5.52516 0.56399 -0.07479 0.1 -0.3 -0.1
C 5.04443 -0.87937 0.08850 0.5 0.2 -0.3
C 1.54576 -3.14077 -0.07169 -0.1 -0.1 0.0
C 0.48116 -3.92518 0.33104 -0.1 0.1 -0.1
C -0.82039 -3.44937 0.20083 0.2 0.3 -0.2
Cl -2.11892 -4.43168 0.73789 -0.1 -0.3 0.2
H -1.85768 0.11285 0.21221 0.0 -0.2 0.0
H -4.62392 -0.42944 -0.61270 0.1 0.1 0.1
H -4.74295 1.73218 -1.71763 -0.1 0.0 -0.1
H -3.39119 0.81562 -2.38757 -0.1 0.0 0.0
H -2.78906 3.20015 -1.96745 0.1 0.0 0.0
H -1.79563 2.11539 -1.00312 0.1 0.0 0.0
H -2.60492 3.99950 0.38253 -0.1 0.1 0.0
H -4.27482 3.61422 -0.04036 -0.1 0.1 0.0
H -3.72930 2.69903 2.18463 0.1 0.0 0.1
H -2.36002 1.82015 1.51658 0.1 0.0 0.1
H -4.30896 0.30963 1.76406 -0.1 0.0 0.0
H -5.30749 1.41555 0.81783 -0.1 0.0 0.0
H -0.12432 -0.43534 -1.17925 -0.1 0.1 0.0
H 2.06599 -0.01662 1.31396 0.0 0.1 0.2
H 3.49705 -0.44560 2.28995 -0.1 0.0 -0.1
H 3.49826 2.00756 2.00936 -0.1 0.0 -0.1
H 3.26888 1.82069 0.24103 0.1 0.0 0.2
H 6.61467 0.61406 -0.10263 -0.1 0.0 -0.1
H 5.11008 0.97442 -1.00767 0.1 0.0 0.0
H 5.26647 -1.46382 -0.80339 0.2 0.0 0.1
H 5.51319 -1.33784 0.96497 -0.1 0.0 -0.1
H 2.56321 -3.48566 0.01319 0.1 -0.1 0.1
H 0.64387 -4.90685 0.74647 0.0 -0.1 0.0
```
Forces are in eV/Å.

Here are the natural (NBO) charges for atoms 1 to 4, given in e: number 1, O, carries -0.599; number 2, C, carries 0.651; number 3, N, carries -0.615; number 4, C, carries -0.060

Formula: C17H11BrFNO3S
Source: OMol25
Level of theory: ωB97M-V/def2-TZVPD

HOMO	-8.53	eV
largest force on an atom	5.25	eV Å⁻¹
structure (SMILES)	O=C(NCc1ccc(F)cc1)C(=O)Oc1sc2ccccc2c1Br
LUMO energy	-0.12	eV
gap between HOMO and LUMO	8.41	eV

Geometry as XYZ:
```
35
Properties=species:S:1:pos:R:3:forces:R:3
O 2.43636 0.64986 -1.61256 -2.0 -0.8 1.3
C 1.82450 0.34907 -0.56636 4.0 1.0 -2.2
N 2.32508 0.90027 0.61600 -3.4 -3.1 -0.7
C 3.33244 1.87474 0.77513 3.5 -0.8 1.4
C 2.72528 3.10768 1.21165 -0.9 3.1 0.3
C 2.51719 3.56750 2.53598 -0.1 -1.3 0.2
C 1.76438 4.70962 2.84647 0.9 -1.8 -1.3
C 1.26550 5.42338 1.78050 3.0 -1.5 -0.8
F 0.77390 6.58686 2.02825 -1.7 2.5 0.2
C 1.66420 5.11658 0.47251 -0.2 -1.1 -0.6
C 2.32533 3.91670 0.12624 -1.3 1.3 3.9
C 0.82485 -0.88223 -0.55895 1.2 0.9 3.8
O 0.64398 -1.41266 0.53319 -0.2 0.7 -2.6
O 0.28452 -1.24515 -1.74185 0.3 2.1 0.9
C -0.89421 -1.86404 -1.51643 -1.2 -4.8 -1.8
S -2.40717 -1.21535 -0.92263 0.2 0.1 0.4
C -3.17642 -2.80815 -0.88969 1.3 1.2 0.4
C -4.47210 -3.15479 -0.47334 1.0 0.6 0.4
C -4.83489 -4.43514 -0.65752 -1.2 -2.2 0.4
C -4.02789 -5.39187 -1.29880 0.4 -0.4 -0.8
C -2.71707 -5.01381 -1.65557 -2.0 -1.4 0.1
C -2.24529 -3.74891 -1.35052 -0.4 -0.3 -2.2
C -1.00948 -3.21925 -1.89895 0.3 2.7 1.8
Br 0.42074 -4.11818 -2.85157 -1.3 0.5 0.9
H 1.71898 0.73753 1.41766 0.4 0.0 0.0
H 3.94905 2.13357 -0.11120 -0.7 -1.0 0.2
H 4.10228 1.52360 1.57273 -1.2 0.2 -1.2
H 2.87725 2.95969 3.40427 -0.1 0.5 -1.0
H 1.70980 4.98725 3.86270 -0.5 0.6 0.8
H 1.44599 5.80486 -0.31072 -0.4 0.5 -0.4
H 2.43948 3.52696 -0.83686 0.3 0.1 -1.5
H -5.16564 -2.61724 0.14901 0.3 1.0 -0.3
H -5.79821 -4.73072 -0.19764 0.6 0.0 -0.7
H -4.50719 -6.38037 -1.59222 1.1 1.3 0.5
H -2.11550 -5.63785 -2.28894 0.3 -0.4 0.1
```
Forces are in eV/Å.

Here are the natural (NBO) charges for atoms 1 to 4, given in e: number 1, O, carries -0.588; number 2, C, carries 0.563; number 3, N, carries -0.587; number 4, C, carries -0.249